Record 1
The following is a DFT calculation (ωB97M-V with the def2-TZVPD basis set) of C41H64AlAs2N2O10PSe as an isolated structure.

Summary:
**HOMO energy**: -13.36 eV
**F_max**: 0.74 eV/Å
**Orbital gap**: 7.78 eV
**M**: 1031.73 g mol⁻¹

The geometry in ORCA input format:
```
! RIJCOSX wB97M-V def2-TZVPD def2/J DEFGRID3
* xyz 2 1
Al -1.087 0.231 1.012
O 0.492 0.209 2.079
C 1.278 1.328 2.625
C 0.949 1.536 4.084
C -0.563 1.446 4.339
C -1.351 2.377 3.453
C -1.741 3.605 3.963
C -2.461 4.496 3.183
C -2.792 4.120 1.894
C -2.379 2.884 1.442
N -1.655 2.018 2.178
H 0.705 -0.610 2.559
H 1.018 2.196 2.035
H 2.334 1.126 2.469
H 1.326 2.521 4.369
H 1.461 0.800 4.705
H -0.754 1.707 5.379
H -0.894 0.418 4.201
H -1.483 3.851 4.985
H -2.771 5.453 3.584
H -3.368 4.757 1.235
H -2.643 2.575 0.448
O -2.213 -0.615 2.457
H -2.865 -0.121 2.978
H -2.574 -1.504 2.278
Se -3.048 0.035 -0.331
C -2.859 0.765 -1.984
N -2.844 1.138 -3.077
C 0.243 -3.284 5.460
C 0.662 -2.137 4.529
C 1.263 -2.713 3.244
C 0.198 -3.484 2.415
C -0.940 -3.970 3.330
C -0.368 -4.455 4.662
P -0.368 -2.560 0.890
C 0.995 -2.982 -0.289
C 2.376 -2.543 0.225
C 3.494 -2.950 -0.770
C 2.931 -3.303 -2.144
C 1.937 -4.475 -2.040
C 1.154 -4.449 -0.708
C -1.777 -3.615 0.262
C -1.963 -3.506 -1.262
C -3.060 -4.464 -1.739
C -4.387 -4.187 -1.035
C -4.212 -4.303 0.477
C -3.124 -3.336 0.958
H -0.467 -2.916 6.203
H 1.119 -3.632 6.010
H 1.384 -1.492 5.034
H -0.219 -1.523 4.294
H 2.059 -3.404 3.532
H 1.772 -1.948 2.646
H 0.673 -4.373 1.991
H -1.489 -4.778 2.845
H -1.655 -3.166 3.539
H 0.389 -5.219 4.464
H -1.152 -4.940 5.242
H 0.738 -2.385 -1.164
H 2.581 -3.041 1.174
H 2.386 -1.471 0.410
H 4.025 -3.823 -0.381
H 4.234 -2.152 -0.854
H 3.743 -3.560 -2.825
H 2.438 -2.422 -2.566
H 2.471 -5.423 -2.120
H 1.236 -4.435 -2.879
H 1.727 -4.974 0.063
H 0.214 -4.987 -0.821
H -1.482 -4.641 0.509
H -1.040 -3.729 -1.796
H -2.238 -2.482 -1.521
H -2.754 -5.496 -1.532
H -3.174 -4.373 -2.820
H -5.154 -4.881 -1.381
H -4.727 -3.176 -1.284
H -3.926 -5.327 0.737
H -5.149 -4.086 0.995
H -3.035 -3.424 2.047
H -3.466 -2.330 0.682
C 4.531 5.258 -0.060
O 3.234 4.919 -0.603
C 2.591 3.914 -0.032
O 3.019 3.289 0.910
C 1.199 3.674 -0.542
C 0.554 4.541 -1.353
As 1.455 4.738 -3.089
C 0.042 5.638 -4.108
C 0.789 2.861 -3.459
C 0.534 1.850 -2.633
As 0.594 1.815 -0.641
C 2.385 1.010 -0.665
C 0.255 0.440 -3.058
O 0.049 -0.421 -2.218
O 0.260 0.214 -4.343
C -0.202 -1.074 -4.794
C 0.677 2.776 -4.967
O -0.328 2.636 -5.596
O 1.889 3.023 -5.500
C 1.955 3.054 -6.944
C -0.942 4.557 -1.292
O -1.607 3.551 -1.258
O -1.555 5.736 -1.278
C -0.823 6.973 -1.137
H 4.741 6.268 -0.394
H 5.282 4.572 -0.446
H 4.515 5.206 1.025
H 0.081 6.704 -3.899
H -0.954 5.248 -3.903
H 0.257 5.502 -5.168
H 3.037 1.655 -1.251
H 2.294 0.059 -1.179
H 2.825 0.870 0.317
H -0.209 -1.016 -5.875
H -1.206 -1.254 -4.417
H 0.469 -1.860 -4.456
H 2.869 3.582 -7.192
H 1.088 3.564 -7.354
H 1.991 2.038 -7.329
H -1.439 7.744 -1.587
H 0.143 6.942 -1.630
H -0.677 7.190 -0.081
*
```

Results of the Mulliken charge analysis, in e, for atoms 1 through 2: number 1, Al, carries 1.4284; number 2, O, carries 1.2003


Record 2
The following is a DFT calculation (ωB97M-V with the def2-TZVPD basis set) of C41H64O13 in the gas phase at a distorted geometry.

Summary:
**HOMO energy**: -8.67 eV
**F_max**: 18.67 eV/Å
**Orbital gap**: 9.08 eV
**M**: 764.95 g mol⁻¹

The geometry in ORCA input format:
```
! RIJCOSX wB97M-V def2-TZVPD def2/J DEFGRID3
* xyz 0 1
C -9.256 -3.890 -0.144
C -9.369 -2.405 -0.418
C -10.548 -1.990 -1.366
O -11.854 -2.638 -0.850
H -11.827 -2.723 -0.012
C -10.877 -0.637 -1.440
C -11.054 -0.048 0.070
H -10.919 1.184 -0.295
H -11.996 -0.157 0.219
C -9.835 -0.472 0.847
O -8.725 0.390 0.525
C -7.792 0.369 1.428
H -8.167 0.239 2.385
C -6.765 1.578 1.252
C -6.867 2.554 2.156
H -7.940 2.923 2.478
H -6.145 3.220 2.079
H -6.597 2.108 3.328
O -5.325 1.203 1.039
C -5.252 0.189 0.188
O -3.916 -0.114 -0.135
C -3.191 0.914 -0.622
C -2.334 1.932 0.184
C -1.465 2.712 -0.573
H -0.800 3.478 -0.353
H -1.938 3.310 -1.402
C -0.473 1.617 -1.614
O 0.553 1.430 -0.827
C 1.563 0.696 -1.376
C 2.684 1.789 -1.776
C 3.188 2.593 -0.625
H 2.289 2.897 -0.186
H 3.886 3.335 -0.816
C 3.836 1.386 0.390
C 4.059 2.251 1.705
H 4.738 1.979 2.460
H 3.164 2.552 1.998
H 4.584 3.280 1.745
C 2.848 0.409 0.714
C 3.367 -0.561 1.715
C 4.849 -1.333 1.195
H 4.405 -1.726 0.357
C 5.683 -0.186 0.776
C 5.139 0.810 -0.125
C 6.153 2.086 -0.432
C 7.641 1.358 -1.045
H 7.262 0.922 -1.961
H 8.355 2.061 -1.173
C 8.177 0.397 -0.318
C 8.760 0.975 1.027
H 9.660 1.670 0.578
H 8.225 1.479 1.581
H 9.596 0.209 1.455
C 7.159 -0.840 0.298
C 7.039 -1.702 -0.939
H 6.900 -2.576 -0.526
H 5.982 -1.443 -1.652
C 8.064 -1.391 -1.901
H 8.659 -2.235 -2.205
H 7.989 -0.928 -2.593
C 9.160 -0.542 -1.269
C 10.261 -1.196 -0.409
C 11.471 -0.697 -0.265
C 12.045 -1.771 0.604
O 13.334 -1.802 0.976
O 11.450 -2.919 0.629
C 10.165 -2.704 0.044
H 10.079 -3.203 -0.698
H 9.218 -2.829 0.790
H 11.878 0.335 0.004
H 9.620 0.384 -1.740
O 7.676 -1.638 1.301
H 7.581 -1.142 2.006
H 6.547 2.712 0.429
H 5.947 2.675 -1.025
H 5.081 0.529 -1.215
H 5.975 0.402 1.652
H 5.233 -1.953 1.686
H 3.902 -0.169 2.413
H 2.786 -1.551 1.879
C 2.249 -0.284 -0.510
H 1.699 -1.166 -0.314
H 3.079 -0.811 -0.954
H 2.041 0.691 1.314
H 3.670 1.504 -2.564
H 2.125 2.729 -2.519
H 1.330 0.326 -2.473
O -1.194 0.518 -2.426
C -2.096 -0.121 -1.431
C -1.496 -1.088 -0.733
H -0.594 -0.713 0.127
H -0.720 -1.750 -1.342
H -2.074 -1.735 -0.258
H -2.675 -0.502 -2.313
H 0.123 2.317 -2.169
O -3.392 2.705 0.860
H -3.930 2.154 1.113
H -1.790 1.206 0.972
H -3.678 1.341 -1.350
C -5.904 -1.082 0.497
H -6.608 -1.555 -0.342
H -5.112 -1.915 0.666
C -6.699 -1.053 1.726
O -6.095 -0.982 2.964
H -5.313 -0.198 2.879
H -7.494 -1.786 1.738
H -5.595 0.574 -0.838
H -7.058 1.824 0.474
O -9.890 -1.935 1.003
H -10.054 -0.093 1.980
O -11.902 -0.294 -2.293
H -12.702 -0.691 -2.076
H -10.004 -0.178 -1.916
H -10.620 -2.606 -2.279
H -8.596 -1.965 -0.861
H -8.522 -4.192 0.406
H -10.302 -4.372 0.142
H -8.840 -4.233 -1.164
*
```

Results of the natural (NBO) charge analysis, in e, for atoms 1 through 2: number 1, C, carries -0.6027; number 2, C, carries 0.0832


Record 3
The following is a DFT calculation (ωB97M-V with the def2-TZVPD basis set) of C41H66As3InN7P as an isolated structure at a distorted geometry.

Summary:
**HOMO energy**: -12.60 eV
**F_max**: 2.81 eV/Å
**Orbital gap**: 6.23 eV
**M**: 1027.59 g mol⁻¹

The geometry in ORCA input format:
```
! RIJCOSX wB97M-V def2-TZVPD def2/J DEFGRID3
* xyz 2 1
In -0.286 0.316 0.016
C 2.783 0.807 3.338
C 2.188 0.632 2.070
N 1.007 1.172 1.893
C 0.369 1.799 2.835
C 0.992 1.915 4.076
N 2.223 1.505 4.305
C -1.057 2.144 2.586
C -1.832 2.890 3.426
C -3.227 2.975 3.179
C -3.735 2.432 2.014
C -2.912 1.811 1.142
N -1.614 1.629 1.491
C -3.323 1.311 -0.236
C -4.605 1.419 -0.749
N -4.869 1.178 -2.027
C -3.903 0.598 -2.762
C -2.695 0.290 -2.204
N -2.393 0.737 -1.023
C -4.142 3.689 4.143
C -5.103 4.527 3.645
C -5.896 5.192 4.562
N -5.716 5.169 5.873
C -4.640 4.510 6.321
C -3.805 3.783 5.479
H 3.765 0.408 3.435
H 2.657 0.135 1.234
H 0.500 2.410 4.852
H -1.314 3.331 4.346
H -4.823 2.482 1.927
H -5.397 1.682 0.029
H -4.115 0.344 -3.762
H -1.926 -0.232 -2.754
H -5.245 4.667 2.541
H -6.749 5.834 4.224
H -4.533 4.482 7.383
H -2.964 3.172 5.845
C 2.337 3.054 -0.283
As 0.773 2.448 -1.186
C -0.331 3.904 -0.667
C 0.755 2.715 -3.160
C 1.945 2.230 -4.071
C 2.184 3.305 -5.226
C 1.606 0.872 -4.715
As 1.013 -0.613 -3.520
C 2.439 -1.910 -3.422
C -0.031 -1.569 -4.839
C 3.200 2.035 -3.215
As 4.943 1.842 -4.195
C 5.449 -0.046 -3.797
C 6.014 2.796 -2.856
H 2.508 4.139 -0.525
H 3.219 2.467 -0.592
H 2.260 2.882 0.831
H 0.008 4.820 -1.104
H -0.020 4.046 0.423
H -1.403 3.677 -0.732
H 0.562 3.782 -3.271
H -0.203 2.252 -3.467
H 1.190 3.828 -5.399
H 2.741 2.881 -6.090
H 2.794 4.066 -4.745
H 2.445 0.528 -5.304
H 0.792 0.926 -5.440
H 3.021 -1.769 -4.336
H 1.955 -2.856 -3.418
H 3.062 -1.758 -2.589
H 0.570 -1.499 -5.754
H -0.970 -1.088 -5.037
H -0.113 -2.621 -4.578
H 3.080 1.320 -2.425
H 3.334 2.993 -2.690
H 5.137 -0.605 -4.732
H 5.011 -0.352 -2.831
H 6.559 -0.058 -3.808
H 5.884 3.861 -2.782
H 7.121 2.620 -3.106
H 5.890 2.383 -1.827
C -1.098 -3.260 -1.658
C -1.412 -3.697 -0.213
C -1.594 -5.217 -0.098
C -2.798 -3.070 -0.013
P -0.149 -2.961 0.991
N 0.258 -1.512 0.455
C -0.888 -2.849 2.747
C 0.211 -2.309 3.671
C -1.969 -1.688 2.636
C -1.564 -4.155 3.304
C 1.513 -3.971 0.990
C 1.691 -4.510 -0.429
C 1.626 -5.217 1.898
C 2.630 -3.039 1.366
H -1.979 -3.378 -2.262
H -0.217 -3.702 -2.062
H -0.855 -2.204 -1.758
H -1.872 -5.604 -1.055
H -2.408 -5.512 0.579
H -0.674 -5.730 0.108
H -3.460 -3.332 -0.833
H -2.726 -1.978 -0.005
H -3.328 -3.330 0.895
H 0.418 -1.236 3.383
H 1.139 -2.873 3.686
H -0.147 -2.326 4.727
H -1.595 -1.027 1.869
H -1.927 -1.020 3.471
H -3.002 -1.954 2.330
H -0.799 -4.912 3.336
H -2.466 -4.486 2.724
H -1.917 -3.938 4.311
H 1.045 -5.405 -0.718
H 2.682 -4.930 -0.428
H 1.599 -3.737 -1.181
H 0.889 -6.027 1.711
H 1.509 -4.948 2.932
H 2.654 -5.568 1.791
H 2.483 -2.134 0.860
H 3.612 -3.518 1.280
H 2.493 -2.809 2.443
*
```

Results of the Mulliken charge analysis, in e, for atoms 1 through 2: number 1, In, carries -0.1648; number 2, C, carries -0.8441


Record 4
The following is a DFT calculation (ωB97M-V with the def2-TZVPD basis set) of C41H66F3O20SY as an isolated structure at a distorted geometry.

Summary:
**HOMO energy**: -12.66 eV
**F_max**: 4.56 eV/Å
**Orbital gap**: 1.20 eV
**M**: 1056.93 g mol⁻¹

The geometry in ORCA input format:
```
! RIJCOSX wB97M-V def2-TZVPD def2/J DEFGRID3
* xyz 2 1
Y -6.057 6.047 -1.159
C 0.292 2.117 -0.376
F 0.567 2.669 -1.594
F 1.016 1.009 -0.152
F 0.671 3.004 0.562
S -1.567 1.557 -0.089
O -1.941 0.496 -1.094
O -1.725 1.023 1.267
O -2.318 2.795 -0.252
C 7.277 4.985 0.897
C 7.655 3.472 0.975
C 8.266 3.362 2.349
O 7.695 4.377 3.087
C 6.831 5.206 2.307
H 6.489 5.221 0.183
H 8.102 5.667 0.694
H 8.421 3.225 0.240
H 6.865 2.738 0.816
H 9.338 3.531 2.254
H 8.176 2.417 2.886
H 6.877 6.224 2.695
H 5.830 4.779 2.370
C 0.734 -5.119 -7.928
C -0.621 -4.843 -7.275
C -0.252 -4.705 -5.797
O 0.762 -5.652 -5.636
C 1.615 -5.655 -6.782
H 1.227 -4.215 -8.285
H 0.724 -5.940 -8.644
H -1.292 -5.681 -7.464
H -1.120 -3.955 -7.664
H -1.092 -4.988 -5.163
H -0.062 -3.705 -5.407
H 2.123 -6.588 -7.025
H 2.367 -4.884 -6.612
C 7.700 1.056 -6.856
C 8.719 -0.113 -6.687
C 8.286 -0.769 -5.407
O 6.888 -0.455 -5.359
C 6.364 0.391 -6.365
H 7.736 1.388 -7.894
H 7.989 1.885 -6.211
H 9.752 0.225 -6.601
H 8.649 -0.812 -7.521
H 8.822 -0.241 -4.617
H 8.416 -1.850 -5.448
H 5.687 1.116 -5.912
H 5.923 -0.134 -7.212
O 2.733 -3.065 9.024
C 2.225 -2.390 8.165
O 1.519 -2.892 7.176
C 1.028 -1.884 6.340
C 1.909 -0.644 6.537
C 2.464 -0.913 7.862
H 0.026 -1.549 6.609
H 0.977 -2.195 5.296
H 1.340 0.286 6.526
H 2.589 -0.609 5.686
H 2.158 -0.335 8.734
H 3.553 -0.906 7.837
O 5.844 -6.634 -2.281
C 4.984 -6.450 -1.407
O 4.298 -7.479 -0.808
C 3.123 -6.975 -0.139
C 3.343 -5.448 -0.029
C 4.504 -5.085 -0.910
H 2.847 -7.406 0.823
H 2.289 -7.157 -0.817
H 3.532 -5.235 1.024
H 2.404 -4.946 -0.266
H 5.382 -4.584 -0.502
H 4.198 -4.414 -1.713
O -7.038 1.170 -4.176
C -7.139 0.099 -4.794
O -7.761 -0.925 -4.281
C -7.819 -2.082 -5.090
C -7.293 -1.573 -6.475
C -6.607 -0.294 -6.190
H -8.845 -2.421 -5.230
H -7.108 -2.838 -4.756
H -8.100 -1.348 -7.172
H -6.671 -2.339 -6.940
H -6.821 0.535 -6.864
H -5.535 -0.440 -6.056
O -7.793 2.075 2.690
C -8.178 1.165 3.358
O -8.664 1.354 4.535
C -8.953 0.120 5.184
C -8.341 -0.966 4.292
C -8.254 -0.278 2.937
H -10.022 -0.077 5.253
H -8.495 -0.027 6.163
H -8.929 -1.882 4.236
H -7.347 -1.266 4.625
H -9.129 -0.475 2.317
H -7.397 -0.523 2.311
O -1.085 8.876 -0.331
C -0.033 9.496 -0.434
O 0.372 10.294 0.493
C 1.547 11.023 0.089
C 1.881 10.570 -1.272
C 0.932 9.473 -1.631
H 2.306 10.617 0.757
H 1.409 12.104 0.095
H 2.936 10.306 -1.337
H 1.820 11.308 -2.072
H 1.287 8.446 -1.712
H 0.281 9.710 -2.472
O -3.347 -9.012 0.121
C -3.948 -7.946 0.290
O -3.512 -7.013 1.072
C -4.122 -5.750 0.852
C -5.530 -6.206 0.440
C -5.276 -7.505 -0.338
H -3.527 -5.159 0.155
H -4.152 -5.180 1.780
H -6.081 -5.423 -0.080
H -6.125 -6.333 1.345
H -5.142 -7.366 -1.410
H -6.006 -8.307 -0.233
O -3.752 1.774 8.604
C -3.169 2.860 8.533
O -2.144 3.112 9.420
C -1.463 4.262 9.061
C -2.500 5.042 8.297
C -3.415 3.964 7.572
H -0.634 4.160 8.361
H -1.167 4.850 9.930
H -1.975 5.566 7.498
H -3.024 5.885 8.747
H -3.035 3.647 6.601
H -4.440 4.323 7.474
*
```

Results of the Mulliken charge analysis, in e, for atoms 1 through 2: number 1, Y, carries 1.1765; number 2, C, carries 0.6245


Q: What is the orbital gap in the third record?
A: 6.23 eV


Q: Among the records above, which one has the lowest M?
A: C41H64O13


Q: Among the records above, which one has the highest M?
A: C41H66F3O20SY


Q: The highest M belongs to which entry?
A: C41H66F3O20SY